(1)
Entry from the Open Molecules 2025 dataset: one molecule with the formula C4H8Br2Si (wB97M-V/def2-TZVPD).

As for the HOMO-LUMO gap: 9.8 eV. As for the LUMO energy: 0.0222 Ha. Its SMILES is C[Si](C)(Br)/C=C/Br.

```
! wB97M-V def2-TZVPD RIJCOSX def2/J DEFGRID3
* xyz 0 1
C -0.949 0.332 -1.429
Si -0.394 -0.478 0.195
C -1.209 0.004 1.857
Br -0.551 -2.759 -0.051
C 1.806 -0.160 0.559
C 2.509 -0.560 -0.480
Br 4.418 -0.810 -0.266
H -0.246 0.074 -2.241
H -1.955 -0.129 -1.445
H -0.834 1.406 -1.390
H -2.260 0.014 1.812
H -0.981 -0.594 2.722
H -0.927 1.054 2.198
H 1.945 0.268 1.550
H 2.151 -0.656 -1.513
*
```

Here are the Mulliken charges for atoms 1 to 2, given in e:
1. C -0.91
2. Si 0.66

=====

(2)
Entry from the Open Molecules 2025 dataset: C24H44P2Ru as an isolated structure (wB97M-V/def2-TZVPD).

As for the HOMO-LUMO gap (spin up / spin down): 3.3 / 5.0 eV. As for the LUMO energy (spin up / spin down): -0.3260 / -0.3155 Ha. The expectation value of S² is 6.288.

```
! wB97M-V def2-TZVPD RIJCOSX def2/J DEFGRID3
* xyz 2 5
Ru 1.964 -0.782 0.544
C -0.485 -0.907 2.348
C -0.227 -2.028 1.531
C 1.751 -1.428 2.592
C 0.712 -0.493 2.968
C 1.163 -2.388 1.675
C -1.831 -0.309 2.614
H -2.601 -0.752 1.966
H -1.856 0.783 2.479
H -2.141 -0.499 3.653
C 0.807 0.565 3.995
H 0.243 1.463 3.725
H 1.830 0.886 4.191
H 0.378 0.207 4.941
C 3.103 -1.598 3.140
H 3.338 -2.637 3.428
H 3.244 -0.917 3.987
H 3.838 -1.306 2.370
C 1.826 -3.604 1.187
H 2.212 -4.221 2.002
H 2.664 -3.343 0.534
H 1.108 -4.189 0.622
C -1.226 -2.806 0.765
H -1.794 -3.507 1.400
H -0.726 -3.418 0.004
H -1.962 -2.153 0.268
C -3.105 3.277 1.027
C -4.072 2.334 1.031
C -4.370 1.323 -0.052
C -4.443 1.926 -1.508
C -3.089 2.041 -2.142
C -2.055 1.445 -1.475
C -1.337 2.042 -0.307
C -1.938 3.424 0.071
H -5.358 0.856 0.085
H -4.948 2.900 -1.421
H -3.637 0.494 0.053
H -2.209 4.017 -0.842
H -3.112 4.064 1.803
H -4.723 2.226 1.924
H -1.141 4.014 0.575
H -1.425 1.344 0.550
H -1.961 0.309 -1.512
H -0.245 2.178 -0.485
H -5.093 1.246 -2.107
H -2.944 2.567 -3.092
P 0.356 0.611 -2.189
C 0.588 2.114 -3.283
C -0.448 -0.401 -3.536
P 2.601 -1.276 -1.376
C 2.166 0.345 -2.120
C 1.547 -2.628 -2.006
C 4.258 -1.648 -1.973
H 1.344 2.738 -2.784
H -0.331 2.695 -3.454
H 1.011 1.748 -4.231
H 0.027 -0.089 -4.474
H -1.532 -0.225 -3.584
H -0.284 -1.465 -3.360
H 4.356 -1.381 -3.030
H 4.453 -2.728 -1.867
H 4.984 -1.078 -1.379
H 2.387 1.125 -1.349
H 2.672 0.634 -3.071
H 1.872 -3.563 -1.538
H 1.679 -2.747 -3.084
H 0.480 -2.482 -1.776
C 2.801 1.031 0.963
H 3.303 1.678 0.217
H 3.570 0.740 1.708
H 2.015 1.608 1.469
*
```

Here are the Mulliken charges for atoms 1 to 2, given in e:
1. Ru 0.33
2. C 1.19

=====

(3)
Entry from the Open Molecules 2025 dataset: C23H42B2BaF4N6O4P as an isolated structure (wB97M-V/def2-TZVPD).

As for the HOMO-LUMO gap: 8.7 eV. As for the LUMO energy: -0.0995 Ha.

```
! wB97M-V def2-TZVPD RIJCOSX def2/J DEFGRID3
* xyz 1 1
Ba -0.324 0.382 -0.206
C 2.427 0.834 -4.621
C 1.469 0.791 -3.474
N 1.782 0.601 -2.248
O 3.152 0.340 -2.007
B 3.494 -0.985 -2.036
F 2.685 -1.910 -2.523
F 4.696 -1.310 -1.609
O 2.268 -2.392 0.345
N 0.906 -2.251 0.026
C 0.421 -3.255 -0.600
C 1.128 -4.550 -0.839
C -0.963 -3.099 -1.153
N -1.326 -1.896 -1.374
O -2.534 -1.736 -1.954
B -2.918 -0.320 -2.218
F -4.202 -0.311 -2.631
F -2.742 0.416 -0.980
O -2.087 0.376 -3.250
N -0.787 0.457 -2.915
C 0.011 0.908 -3.805
C -0.425 1.387 -5.153
C -1.803 -4.289 -1.488
H 3.442 0.589 -4.329
H 2.430 1.840 -5.043
H 2.097 0.158 -5.410
H 2.181 -4.486 -0.593
H 1.009 -4.851 -1.880
H 0.666 -5.328 -0.229
H -1.480 1.644 -5.119
H -0.298 0.609 -5.908
H 0.152 2.255 -5.469
H -1.501 -5.171 -0.929
H -1.733 -4.519 -2.553
H -2.848 -4.065 -1.280
C -1.741 3.584 -1.759
N -1.380 3.228 -0.387
C -2.582 3.220 0.445
C -0.378 4.166 0.124
C 0.271 3.715 1.419
N 1.026 2.468 1.283
C 1.325 1.897 2.593
C 2.261 2.653 0.524
H -2.171 4.593 -1.819
H -2.467 2.870 -2.146
H -0.853 3.555 -2.393
H -3.018 4.225 0.536
H -2.359 2.860 1.451
H -3.321 2.554 0.004
H -0.821 5.162 0.280
H 0.382 4.292 -0.650
H -0.492 3.558 2.183
H 0.917 4.522 1.799
H 1.898 2.586 3.229
H 1.913 0.985 2.475
H 0.397 1.645 3.112
H 2.924 3.394 0.992
H 2.050 2.977 -0.494
H 2.804 1.708 0.464
C 3.273 -0.970 4.108
C 4.142 -0.825 3.031
C 3.782 -1.275 1.771
C 2.545 -1.882 1.604
C 1.662 -2.031 2.662
C 2.037 -1.569 3.917
H 3.565 -0.623 5.089
H 5.108 -0.362 3.179
H 4.451 -1.188 0.925
H 0.712 -2.522 2.505
H 1.364 -1.692 4.756
C -2.503 -0.356 4.176
P -2.292 -1.036 2.494
C -3.993 -0.993 1.828
C -2.099 -2.825 2.835
H -3.254 -0.892 4.758
H -2.804 0.691 4.107
H -1.553 -0.393 4.709
H -4.704 -1.476 2.500
H -4.010 -1.499 0.861
H -4.307 0.036 1.657
H -2.997 -3.247 3.290
H -1.264 -2.992 3.518
H -1.892 -3.362 1.909
*
```

Here are the Mulliken charges for atoms 1 to 2, given in e:
1. Ba 0.90
2. C -1.71

=====

(4)
Entry from the Open Molecules 2025 dataset: C42H42ClN2O2Sb2V as an isolated structure (wB97M-V/def2-TZVPD).

As for the HOMO-LUMO gap (spin up / spin down): 5.9 / 6.6 eV. As for the LUMO energy (spin up / spin down): 0.0858 / 0.0858 Ha. The expectation value of S² is 3.764.

```
! wB97M-V def2-TZVPD RIJCOSX def2/J DEFGRID3
* xyz -1 4
V -1.074 2.329 -1.225
C 2.369 1.538 0.043
C 2.996 0.733 1.200
C 2.074 -0.271 1.902
Sb 1.519 -2.002 0.749
C 0.075 -2.683 2.178
C 0.308 -2.646 3.552
C -0.683 -3.015 4.449
C -1.925 -3.425 3.981
C -2.169 -3.469 2.618
C -1.173 -3.098 1.722
C 3.126 -3.255 1.456
C 4.196 -2.799 2.221
C 5.243 -3.647 2.565
C 5.234 -4.969 2.147
C 4.174 -5.439 1.383
C 3.135 -4.585 1.039
Sb 2.882 1.551 -2.101
C 3.935 -0.323 -2.500
C 4.718 -1.073 -1.626
C 5.381 -2.223 -2.044
C 5.295 -2.637 -3.362
C 4.553 -1.884 -4.263
C 3.889 -0.745 -3.833
C 1.038 0.815 -2.983
C 0.772 -0.527 -3.219
C -0.418 -0.934 -3.820
C -1.368 -0.004 -4.197
C -1.116 1.347 -3.990
C 0.078 1.755 -3.399
H 2.556 2.591 0.242
H 1.283 1.415 0.039
H 3.303 1.467 1.953
H 3.918 0.230 0.912
H 1.133 0.207 2.189
H 2.540 -0.633 2.822
H 1.274 -2.330 3.931
H -0.491 -2.975 5.514
H -2.706 -3.697 4.680
H -3.142 -3.766 2.250
H -1.386 -3.104 0.659
H 4.231 -1.768 2.555
H 6.067 -3.271 3.160
H 6.049 -5.630 2.413
H 4.160 -6.469 1.048
H 2.321 -4.965 0.430
H 4.833 -0.777 -0.594
H 5.952 -2.799 -1.327
H 5.801 -3.537 -3.687
H 4.486 -2.187 -5.300
H 3.306 -0.181 -4.555
H 1.489 -1.281 -2.933
H -0.597 -1.991 -3.980
H -2.302 -0.321 -4.645
H -1.849 2.091 -4.276
H 0.278 2.818 -3.318
N -0.932 3.232 0.787
N -0.086 4.364 0.723
C 0.937 4.344 -0.267
O 1.938 5.017 -0.033
O 0.693 3.627 -1.292
H -1.876 3.520 1.038
H -0.602 2.562 1.478
H 0.258 4.696 1.612
Cl -4.531 2.043 -2.611
C -4.527 3.077 -1.196
C -5.573 2.940 -0.307
C -5.638 3.745 0.823
C -4.647 4.696 1.018
C -3.603 4.822 0.114
C -3.473 3.995 -1.021
C -2.298 4.029 -1.877
H -6.330 2.190 -0.494
H -6.448 3.626 1.530
H -4.686 5.350 1.882
H -2.837 5.575 0.272
H -1.720 4.946 -1.751
H -2.543 3.875 -2.931
C -1.785 0.379 -0.636
C -2.924 0.165 0.265
C -2.867 0.505 1.628
C -3.958 0.365 2.469
C -5.168 -0.116 1.984
C -5.248 -0.466 0.642
C -4.151 -0.337 -0.194
H -1.862 -0.236 -1.538
H -0.844 0.084 -0.127
H -1.931 0.875 2.037
H -3.865 0.639 3.514
H -6.025 -0.218 2.637
H -6.180 -0.848 0.238
H -4.237 -0.614 -1.239
*
```

Here are the Mulliken charges for atoms 1 to 2, given in e:
1. V 0.89
2. C -0.11

=====

The following max |F| values (in eV Å⁻¹) correspond, in order, to the records above: 4.642 5.343 0.937 0.845.